Entry from the OMol25 dataset: C35H63CaCl4F4N8O11S2 as an isolated structure (wB97M-V/def2-TZVPD).

Geometry (Å):
Ca -22.75 -10.47 -21.48
N -21.48 -10.97 -23.22
S -21.51 -12.10 -24.29
O -20.57 -13.15 -24.09
O -21.86 -11.74 -25.63
F -22.85 -12.87 -23.85
S -20.31 -9.98 -23.99
O -20.78 -9.05 -24.97
O -18.96 -10.43 -24.06
F -20.20 -9.07 -22.67
C -22.69 -14.79 -27.29
C -21.42 -15.58 -27.53
O -20.48 -15.52 -26.73
N -21.36 -16.28 -28.68
C -20.34 -17.14 -29.20
H -22.50 -13.89 -26.73
H -23.45 -15.47 -26.89
H -23.07 -14.52 -28.28
H -22.13 -16.16 -29.33
H -19.78 -17.65 -28.41
H -19.52 -16.64 -29.72
H -20.72 -17.95 -29.82
C -22.65 -14.80 -20.99
C -23.27 -13.65 -20.22
O -23.26 -12.46 -20.59
N -24.05 -14.06 -19.19
C -24.85 -13.21 -18.32
H -21.88 -15.27 -20.38
H -22.07 -14.38 -21.82
H -23.41 -15.52 -21.28
H -24.07 -15.03 -18.96
H -25.89 -13.18 -18.65
H -24.45 -12.21 -18.26
H -24.87 -13.66 -17.32
C -21.68 -2.20 -25.82
C -21.21 -3.23 -24.81
O -21.09 -2.91 -23.64
N -20.77 -4.41 -25.32
C -19.97 -5.36 -24.58
H -22.62 -1.76 -25.51
H -21.61 -2.49 -26.87
H -20.93 -1.42 -25.70
H -21.01 -4.61 -26.27
H -19.11 -5.64 -25.20
H -20.56 -6.26 -24.41
H -19.56 -5.01 -23.64
C -22.14 -6.66 -19.00
C -21.27 -7.72 -19.64
O -21.76 -8.46 -20.51
N -20.06 -7.94 -19.13
C -19.54 -7.38 -17.89
H -22.65 -6.98 -18.10
H -22.87 -6.22 -19.67
H -21.58 -5.76 -18.72
H -19.60 -8.80 -19.39
H -19.56 -6.30 -17.87
H -18.51 -7.70 -17.77
H -20.05 -7.73 -16.99
C -22.04 -9.09 -28.52
C -20.71 -9.75 -28.79
O -20.50 -10.38 -29.81
N -19.76 -9.59 -27.83
C -18.44 -10.12 -27.99
H -22.31 -8.60 -29.46
H -21.94 -8.32 -27.75
H -22.79 -9.80 -28.20
H -19.99 -9.04 -27.03
H -18.25 -11.03 -27.42
H -17.68 -9.40 -27.66
H -18.20 -10.36 -29.03
C -20.07 -11.14 -17.55
C -20.09 -11.36 -19.04
O -21.09 -11.03 -19.70
N -19.00 -11.93 -19.57
C -18.88 -12.29 -20.97
H -20.50 -11.93 -16.92
H -20.62 -10.23 -17.32
H -19.06 -11.26 -17.15
H -18.24 -12.11 -18.92
H -18.04 -11.83 -21.49
H -19.76 -11.95 -21.50
H -18.85 -13.37 -21.02
C -26.68 -12.77 -21.80
C -25.87 -11.84 -22.65
O -24.90 -11.25 -22.15
N -26.08 -11.82 -23.96
C -25.29 -11.17 -24.98
H -27.21 -12.16 -21.06
H -26.01 -13.42 -21.25
H -27.37 -13.39 -22.37
H -26.84 -12.39 -24.27
H -25.22 -11.81 -25.86
H -24.28 -10.92 -24.67
H -25.76 -10.22 -25.25
C -17.01 -8.36 -21.94
Cl -17.68 -6.83 -22.53
Cl -17.19 -8.43 -20.17
H -17.57 -9.19 -22.35
H -15.98 -8.46 -22.26
C -19.64 -16.23 -23.95
Cl -18.00 -15.80 -23.51
Cl -20.53 -16.76 -22.49
H -20.09 -15.39 -24.47
H -19.71 -17.10 -24.58
F -14.85 -12.30 -28.64
C -15.34 -11.93 -27.47
C -14.97 -10.72 -26.96
C -15.47 -10.33 -25.72
C -16.09 -11.30 -24.94
C -16.56 -12.47 -25.50
C -16.23 -12.77 -26.82
H -14.37 -10.01 -27.52
H -15.22 -9.37 -25.28
H -16.44 -11.06 -23.94
H -17.09 -13.22 -24.95
H -16.45 -13.72 -27.28
F -25.49 -14.71 -23.77
C -25.31 -16.05 -23.77
C -26.35 -16.94 -23.61
C -26.06 -18.29 -23.48
C -24.74 -18.74 -23.52
C -23.72 -17.84 -23.76
C -24.02 -16.50 -23.96
H -27.36 -16.58 -23.41
H -26.84 -19.01 -23.30
H -24.51 -19.79 -23.41
H -22.71 -18.19 -23.60
H -23.20 -15.79 -24.09

Output
- HOMO level: -0.3822 Eh
- Charge: +1
- E_LUMO: -2.20 eV
- Energy: -6351.3797 a.u.

Here are the Mulliken charges for atoms 1 to 99, given in e:
1. Ca 2.3567
2. N 0.8099
3. S -0.8487
4. O -0.3846
5. O -0.3506
6. F 0.1527
7. S 0.3310
8. O -0.5206
9. O -0.1954
10. F -0.2028
11. C -0.6184
12. C 0.4567
13. O -0.5281
14. N -0.1467
15. C -0.9141
16. H -0.1937
17. H 0.2487
18. H 0.5145
19. H 0.2203
20. H 0.2759
21. H 0.2960
22. H 0.3444
23. C -1.1396
24. C 0.2339
25. O -0.2478
26. N -0.0984
27. C -0.8300
28. H 0.6110
29. H -0.1087
30. H 0.5290
31. H 0.2792
32. H 0.2687
33. H 0.2197
34. H 0.3703
35. C -0.9576
36. C 0.5945
37. O -0.6409
38. N -0.0950
39. C -0.9457
40. H 0.2900
41. H 0.3041
42. H 0.2587
43. H 0.2395
44. H 0.3659
45. H 0.2674
46. H 0.3073
47. C -1.5509
48. C 0.4987
49. O -0.4401
50. N 0.4971
51. C -1.0196
52. H 0.3234
53. H 0.3682
54. H 0.4406
55. H -0.1727
56. H 0.3517
57. H 0.3079
58. H 0.3580
59. C -0.8310
60. C 0.8220
61. O -0.6691
62. N 0.1104
63. C -0.9734
64. H 0.3682
65. H 0.1773
66. H 0.1201
67. H 0.0017
68. H 0.1899
69. H 0.3557
70. H 0.4230
71. C -1.2983
72. C 0.3892
73. O -0.3347
74. N -0.0652
75. C -0.0708
76. H 0.3331
77. H 0.2298
78. H 0.4216
79. H 0.2204
80. H 0.2005
81. H -0.4007
82. H 0.3946
83. C -0.8991
84. C 0.5232
85. O -0.7635
86. N -0.0491
87. C -0.7103
88. H 0.3964
89. H -0.0259
90. H 0.3693
91. H 0.2609
92. H 0.3323
93. H -0.0279
94. H 0.3695
95. C 0.4659
96. Cl -0.1390
97. Cl -0.1799
98. H -0.6622
99. H 0.4504